Molecular formula: C20H38Cl12N2
Method: DFT, ωB97M-V/def2-TZVPD

Results
Electronic energy = -174594.105 eV
LUMO (alpha / beta) = -2.53 / -9.89 eV
Frontier orbital gap (alpha / beta) = 10.02 / 2.66 eV
Max |F| = 0.079 Eh/bohr
Total charge = +1
Relative energy (zero: lowest compared OMol25 entry of this formula, charge and spin) = 67.8 kJ/mol
Multiplicity = 2
⟨S²⟩ = 0.754
HOMO level (alpha / beta) = -12.5 / -12.5 eV

Structure (XYZ):
```
72
C20H38Cl12N2 (ωB97M-V/def2-TZVPD)
Cl -3.29043 -0.01699 1.94486
C -3.21693 1.29559 3.17295
C -3.88972 2.52949 2.64092
Cl -2.89062 3.39712 1.35711
H -2.16462 1.57533 3.22296
H -3.62436 0.78655 4.04644
H -4.12694 3.23608 3.43626
H -4.91818 2.33447 2.33706
Cl -0.59303 -4.84060 -1.83882
C -0.91830 -3.58102 -0.63407
C -2.42061 -3.46852 -0.48638
Cl -3.17147 -2.41131 -1.71525
H -0.45072 -2.67345 -1.01589
H -0.38495 -3.95378 0.24039
H -2.37856 -2.94484 0.46866
H -2.88098 -4.44542 -0.33869
Cl -1.49313 -0.96572 -5.03367
C -1.07740 -2.77189 -4.91546
C 0.41832 -2.94541 -5.00441
Cl 1.04203 -4.56666 -4.86168
H -1.57989 -3.39007 -5.65941
H -1.37328 -3.29495 -4.00608
H 0.97422 -2.31131 -4.31376
H 0.76905 -2.79778 -6.02582
Cl 3.76903 -2.72235 2.75992
C 2.07604 -2.47034 2.48953
C 1.47764 -1.27990 3.26246
Cl -0.36044 -1.17985 3.16725
H 1.58663 -3.38772 2.81662
H 1.99453 -2.40609 1.40448
H 1.92078 -0.31787 3.00509
H 1.65470 -1.47085 4.32089
Cl -5.14251 3.23143 -2.08410
C -5.50372 1.64436 -1.24017
C -6.83805 1.50105 -0.51300
Cl -7.17576 2.81494 0.71223
H -4.63087 1.50116 -0.60321
H -5.43334 0.82720 -1.95808
H -7.00218 0.53288 -0.03993
H -7.59081 1.61112 -1.29360
Cl 1.27322 4.21958 0.83003
C 1.43557 4.77369 2.52415
C 0.43590 4.01738 3.41557
Cl 1.14899 2.35820 3.85823
H 1.00717 5.77523 2.48576
H 2.51389 4.86267 2.65608
H -0.54328 3.84634 2.96830
H 0.34048 4.65470 4.29468
C -1.53960 0.62944 -1.68469
C -0.54539 1.60912 -0.87264
C 0.54508 0.94914 0.11179
C 1.37706 -0.23055 -0.33467
N 2.03853 -1.14903 -0.69371
H -2.54957 0.83046 -1.32742
H -1.49170 -0.33062 -1.17082
H -1.40103 0.59339 -2.76525
H -1.16012 2.37058 -0.39266
H 0.00240 2.26544 -1.54884
H -0.21631 0.48286 0.73707
H 1.07346 1.75541 0.62056
C 6.68532 -0.64347 -1.86714
C 6.17036 0.35388 -0.78157
C 5.68108 -0.42643 0.46555
C 6.33865 -1.75309 0.77196
N 6.81614 -2.74008 1.09242
H 6.89706 -0.17870 -2.83008
H 6.00756 -1.48698 -1.99840
H 7.56397 -1.21740 -1.57274
H 5.42820 1.01006 -1.23623
H 6.98750 1.05464 -0.61032
H 4.63336 -0.68786 0.31706
H 5.88457 0.22803 1.31312
```

***

Molecular formula: C20H38F3O10Ti
Method: DFT, ωB97M-V/def2-TZVPD

Results
Electronic energy = -73099.349 eV
LUMO (alpha / beta) = 0.49 / 0.45 eV
Frontier orbital gap (alpha / beta) = 3.86 / 8.50 eV
Max |F| = 0.029 Eh/bohr
Relative energy (zero: lowest compared OMol25 entry of this formula, charge and spin) = 9.4 kJ/mol
Multiplicity = 4
⟨S²⟩ = 3.753
HOMO level (alpha / beta) = -3.4 / -8.0 eV

Structure (XYZ):
```
72
C20H38F3O10Ti (ωB97M-V/def2-TZVPD)
Ti -0.35809 0.03833 0.29924
C -2.21151 -2.10329 -0.19652
O -0.83683 -2.20690 -0.67791
O -2.47151 -0.85848 0.03289
C -3.14959 -2.74522 -1.22096
F -3.06076 -2.21476 -2.44800
F -2.88418 -4.07603 -1.37469
F -4.42576 -2.65584 -0.83489
C -0.15392 -3.40184 -0.38571
C 1.33600 -3.17732 -0.61558
H 1.89462 -4.10536 -0.73958
H 1.45548 -2.52123 -1.47785
H 1.77867 -2.64435 0.23351
H -0.49544 -4.22222 -1.02439
H -0.32648 -3.73231 0.64683
H -2.29727 -2.76307 0.70175
O 0.44775 -0.39258 2.42645
C 0.46603 -1.11339 3.40564
O -0.13715 -0.84505 4.57250
C -0.85942 0.37664 4.69472
C -2.30399 0.23158 4.21499
C 1.23734 -2.40404 3.46132
H -0.34012 1.21565 4.23147
H -0.87634 0.59349 5.76443
H -2.72613 1.21828 4.04051
H -2.88521 -0.30355 4.96254
H -2.32217 -0.31966 3.27232
H 1.45703 -2.64999 4.49671
H 2.16285 -2.27227 2.90966
H 0.62604 -3.19015 3.01408
O -0.63688 2.33816 0.83059
C -1.13594 3.01820 1.69310
O -2.44830 3.08857 1.86297
C -3.24824 2.28655 0.93660
C -4.68439 2.67810 1.18067
C -0.35701 3.87802 2.62847
H -3.06177 1.23401 1.12960
H -2.94513 2.53744 -0.07816
H -5.36373 2.11328 0.54749
H -4.83325 3.75177 1.09597
H -4.94641 2.39504 2.20839
H 0.68145 3.88464 2.31484
H -0.46988 3.53158 3.65102
H -0.71821 4.90434 2.52311
O -0.59534 0.87248 -2.16337
C -0.82324 0.25616 -3.17338
O 0.12779 -0.35191 -3.90526
C 1.48409 -0.11302 -3.53505
C 2.36682 -0.56156 -4.67377
C -2.17124 0.22241 -3.82845
H 1.71992 -0.64387 -2.60734
H 1.67864 0.93421 -3.29437
H 2.23506 -1.62602 -4.85069
H 3.40560 -0.33464 -4.43066
H 2.15605 0.02700 -5.56666
H -2.18920 1.10895 -4.46899
H -2.91713 0.30859 -3.04823
H -2.30244 -0.65872 -4.44472
O 2.02383 0.89326 0.08751
C 2.66570 1.53053 -0.70729
O 3.85610 1.12127 -1.14940
C 4.28950 -0.17771 -0.68058
C 5.46662 -0.59731 -1.54390
C 2.22546 2.86213 -1.25182
H 3.46672 -0.88672 -0.75989
H 4.56510 -0.06465 0.36801
H 5.81255 -1.58049 -1.22558
H 6.31277 0.07087 -1.37466
H 5.17085 -0.56462 -2.58679
H 2.91543 3.63485 -0.90467
H 1.23715 3.06147 -0.85092
H 2.24458 2.86230 -2.33927
```

***

Molecular formula: C20H38FIN3O4S3
Method: DFT, ωB97M-V/def2-TZVPD

Results
Electronic energy = -77328.556 eV
LUMO = -6.34 eV
Frontier orbital gap = 3.96 eV
Max |F| = 0.087 Eh/bohr
Total charge = +1
HOMO level = -10.3 eV

Structure (XYZ):
```
70
C20H38FIN3O4S3 (ωB97M-V/def2-TZVPD)
C 1.83027 1.73312 3.09631
C 1.97895 1.10031 1.71797
C 2.56086 2.11608 0.71368
I 4.57045 1.57482 0.20017
N 1.68124 2.40581 -0.44745
C 0.30521 2.74802 -0.01177
C -0.23430 4.02555 -0.68074
C -0.76071 5.05274 0.34019
S -2.56601 5.27098 0.30459
C -3.18053 4.10353 1.53724
S -3.74310 4.67177 2.93232
N -3.15503 2.72207 1.27053
C -3.26991 2.38750 -0.15810
C -2.80625 0.95908 -0.38952
O -3.05257 0.16079 0.74389
C -2.12651 0.51591 1.74324
C -2.07503 2.03578 1.97592
S 1.66885 1.32718 -1.68536
O 2.76868 1.52506 -2.55071
O 0.34862 1.26856 -2.21720
F 1.88102 -0.04685 -0.95769
H 2.76348 2.22883 3.34825
H 1.07967 2.51977 3.09062
H 1.59579 1.00230 3.85923
H 2.67142 0.27697 1.84812
H 1.04513 0.66531 1.37104
H 2.66784 3.06494 1.22044
H -0.36775 1.91420 -0.16124
H 0.32627 2.93785 1.05456
H 0.56077 4.42981 -1.29593
H -1.04449 3.77512 -1.35487
H -0.41305 4.84377 1.34647
H -0.37968 6.03368 0.08200
H -2.67461 3.02143 -0.80751
H -4.32069 2.43879 -0.41778
H -3.33553 0.52078 -1.22791
H -1.73758 0.94421 -0.63200
H -2.40662 -0.01319 2.64445
H -1.12531 0.18226 1.44405
H -1.08569 2.43640 1.75492
H -2.23764 2.20504 3.03459
C -0.96744 -4.71628 -0.70415
C -0.80419 -3.22300 -1.07352
C -0.34591 -3.06997 -2.53190
C 1.10943 -3.46544 -2.77973
C 2.06436 -2.73638 -1.83488
C 1.71213 -2.89786 -0.34812
N 0.23760 -2.54856 -0.19612
O 0.05725 -1.37464 -0.08885
C 2.00971 -4.32994 0.13247
C 2.57200 -1.98046 0.51180
C -2.16965 -2.58036 -0.87391
H -1.97317 -5.04431 -0.94773
H -0.28723 -5.36953 -1.24523
H -0.82997 -4.88632 0.36356
H -0.48661 -2.02778 -2.83746
H -1.01442 -3.67204 -3.14526
H 1.23426 -4.54592 -2.68704
H 1.37150 -3.21730 -3.80831
H 3.08224 -3.09916 -1.96761
H 2.07293 -1.67058 -2.08511
H 1.62326 -4.49780 1.13783
H 3.08586 -4.47431 0.16376
H 1.61314 -5.10271 -0.51949
H 2.53144 -0.94195 0.18789
H 3.60533 -2.30549 0.43864
H 2.27396 -2.02861 1.56023
H -2.49264 -2.62746 0.16619
H -2.89761 -3.11251 -1.47914
H -2.19345 -1.53939 -1.18780
```